Entry 1:
C4H14NO2 | ωB97M-V/def2-TZVPD

```
21
Properties=species:S:1:pos:R:3:nbo_charge:R:1
C 0.52 -3.01 -0.70 -0.6403
C 0.82 -1.59 -0.08 -0.4334
C -0.10 -0.44 -0.63 -0.2329
C 0.22 1.81 0.16 0.1304
N -0.06 0.58 0.47 -0.4098
H 1.45 -3.68 -0.71 0.2445
H -0.45 -3.60 -0.33 0.2289
H 0.31 -2.94 -1.76 0.2150
H 0.60 -1.65 1.05 0.2177
H 2.00 -1.39 -0.22 0.2393
H 0.36 0.21 -1.39 0.2074
H -1.21 -0.88 -0.86 0.2580
H 0.46 1.95 -0.89 0.2334
H 0.14 2.57 0.92 0.2362
H -0.57 0.39 1.32 0.4625
H -0.23 0.54 3.98 0.5037
H -1.63 0.44 3.43 0.4925
O -0.73 0.58 3.17 -0.9724
H -0.15 3.98 -2.06 0.4876
H -0.87 2.85 -2.86 0.4842
O -0.87 3.26 -2.00 -0.9524
```

Energy above the lowest of the compared OMol25 structures with the same formula, charge and spin   2.646 eV
LUMO level   -4.31 eV
Charge   +1
Total energy   -365.73348 a.u.



Entry 2:
C24H68N6O10 | ωB97M-V/def2-TZVPD

```
108
Properties=species:S:1:pos:R:3:lowdin_charge:R:1
C -3.58 -3.59 -2.55 -0.5973
O -3.85 -3.72 -3.91 -0.1408
N -3.29 -2.40 -2.05 0.1563
N -3.43 -4.62 -1.71 0.1533
H -3.37 -1.63 -2.72 0.1219
H -3.03 -2.22 -1.06 0.0688
H -3.58 -5.55 -2.07 0.1156
H -2.91 -4.54 -0.78 0.0726
C 0.84 0.43 3.55 -0.6575
O -0.27 -0.32 3.21 -0.0975
N 1.34 0.55 4.71 0.1788
N 1.52 1.15 2.75 0.1402
H 0.88 0.12 5.57 0.1704
H 2.01 1.19 5.06 0.1186
H 1.15 1.10 1.77 0.0988
H 2.38 1.66 2.99 0.1559
C -1.17 3.12 2.16 -0.6407
O -1.80 4.11 1.43 -0.1206
N -1.70 1.99 2.35 0.1757
N -0.07 3.23 2.85 0.1736
H -2.62 1.77 1.89 0.1048
H -1.34 1.34 2.99 0.0647
H 0.42 4.13 2.77 0.0749
H 0.56 2.42 3.09 0.0632
C 3.24 -2.98 -1.08 -0.0243
C 2.17 -2.14 -0.49 -0.6906
C 2.43 -1.83 0.96 -0.0303
O 1.99 -1.08 -1.07 0.0258
H 3.04 -3.08 -2.12 0.0510
H 3.32 -4.01 -0.74 0.0945
H 4.19 -2.48 -0.92 0.0859
H 1.27 -2.75 -0.51 0.1138
H 3.22 -1.09 1.17 0.0780
H 2.85 -2.68 1.48 0.0798
H 1.50 -1.48 1.43 0.0591
H 1.30 -0.52 -0.66 0.0734
C 0.38 1.89 -1.72 0.0128
C -0.42 1.23 -0.59 -0.5535
C -1.00 -0.13 -1.02 -0.0314
O 0.27 0.90 0.40 -0.0502
H -0.26 2.53 -2.32 0.0828
H 0.74 1.11 -2.40 0.0832
H 1.25 2.46 -1.27 0.0712
H -1.27 1.83 -0.23 0.1403
H -0.39 -0.99 -1.33 0.0767
H -1.46 0.10 -1.97 0.0764
H -1.72 -0.49 -0.30 0.0545
H -0.35 0.90 1.10 0.0552
C -4.56 2.38 0.51 -0.0144
C -4.58 0.91 0.67 -0.6483
C -4.76 0.16 -0.61 -0.0306
O -3.56 0.44 1.24 -0.0146
H -5.48 2.67 0.11 0.0805
H -3.79 2.50 -0.25 0.0927
H -4.31 2.99 1.33 0.0692
H -5.43 0.64 1.29 0.1433
H -5.73 0.41 -1.04 0.0944
H -4.75 -0.93 -0.52 0.0650
H -4.02 0.47 -1.33 0.0736
H -3.80 -0.42 1.61 0.1257
C -0.34 -2.57 -4.12 -0.0157
C -0.16 -3.95 -3.48 -0.6286
C -0.46 -5.16 -4.32 -0.0363
O 0.97 -4.12 -2.90 -0.0111
H 0.07 -1.73 -3.56 0.0701
H -1.40 -2.43 -4.22 0.0531
H 0.00 -2.46 -5.14 0.0744
H -0.88 -4.02 -2.68 0.1124
H 0.05 -5.00 -5.24 0.0693
H -1.52 -5.15 -4.63 0.0841
H -0.23 -6.07 -3.77 0.0864
H 1.71 -4.02 -3.53 0.1292
C -2.64 -4.84 1.26 -0.0385
C -2.44 -3.35 1.42 -0.6217
C -0.99 -2.90 1.18 -0.0033
O -3.14 -2.69 0.66 -0.0323
H -2.09 -5.30 0.42 0.0832
H -3.63 -5.06 1.07 0.0570
H -2.21 -5.37 2.11 0.0969
H -2.85 -3.06 2.42 0.1606
H -0.90 -1.88 1.42 0.0367
H -0.71 -3.19 0.13 0.0997
H -0.34 -3.42 1.89 0.0949
H -4.00 -2.62 1.06 0.1295
C 3.71 5.52 1.48 -0.0412
C 2.23 5.64 1.72 -0.6365
C 1.43 4.92 0.64 -0.0373
O 1.83 5.26 2.86 -0.0075
H 4.19 6.11 2.26 0.0776
H 4.06 5.90 0.47 0.1099
H 4.08 4.52 1.52 0.0443
H 2.05 6.71 1.61 0.1433
H 1.57 3.82 0.49 0.0695
H 1.69 5.39 -0.30 0.0803
H 0.37 5.09 0.83 0.0647
H 2.42 5.65 3.56 0.1592
C 4.01 3.16 -1.59 -0.0109
C 4.74 2.45 -0.48 -0.6519
C 3.81 1.80 0.49 -0.0619
O 5.62 1.60 -0.80 0.0227
H 4.77 3.41 -2.33 0.0899
H 3.42 4.04 -1.23 0.0755
H 3.28 2.50 -2.05 0.0677
H 5.30 3.15 0.15 0.1265
H 3.09 2.53 0.89 0.0481
H 4.26 1.27 1.30 0.0734
H 3.20 1.05 -0.03 0.0777
H 6.30 1.67 -0.09 0.1423
```

Energy above the lowest of the compared OMol25 structures with the same formula, charge and spin   11.237 eV
LUMO level   -0.16 eV
SMILES   NC(N)=O.NC(N)=O.NC(N)=O.CC(C)O.CC(C)O.CC(C)O.CC(C)O.CC(C)O.CC(C)O.CC(C)O
Total energy   -2035.84233 a.u.



Entry 3:
C33H52AsF6InN5O5SSbSi3 | ωB97M-V/def2-TZVPD

```
108
Properties=species:S:1:pos:R:3:lowdin_charge:R:1
In -0.94 0.51 -1.35 0.9514
N -5.05 -0.35 -2.33 0.1455
C -4.14 -1.19 -1.85 -0.6581
S -4.29 -1.43 -0.12 1.0413
N -3.41 -1.86 -2.73 0.0323
N -2.21 -2.25 -2.39 -0.0091
C -1.65 -3.15 -3.19 -0.0631
C -0.40 -3.71 -2.91 -0.1383
C 0.06 -4.79 -3.72 -0.0638
C 1.24 -5.42 -3.48 -0.0986
C 2.05 -5.02 -2.37 -0.0820
C 1.68 -3.98 -1.58 -0.0202
C 0.46 -3.23 -1.81 -0.3903
O 0.19 -2.22 -1.14 -0.1406
H -5.34 0.39 -1.69 0.0914
H -4.94 -0.09 -3.31 0.1130
H -2.22 -3.51 -4.05 0.1225
H -0.56 -5.11 -4.55 0.1079
H 1.57 -6.23 -4.12 0.0934
H 2.97 -5.55 -2.17 0.1006
H 2.29 -3.65 -0.75 0.0955
C -3.50 -2.71 2.70 -0.0886
C -2.57 -2.89 1.50 -0.4807
C -1.13 -3.08 1.96 -0.0746
C -2.63 -1.70 0.55 -0.4602
H -3.49 -3.59 3.34 0.0762
H -4.53 -2.52 2.40 0.0550
H -3.17 -1.85 3.30 0.0854
H -2.89 -3.78 0.95 0.1323
H -0.79 -2.19 2.50 0.0508
H -0.46 -3.22 1.11 0.0657
H -1.03 -3.94 2.62 0.0835
H -1.93 -1.84 -0.27 0.0044
H -2.36 -0.78 1.07 0.0592
F -2.29 0.73 -3.79 -0.4243
Sb -2.60 2.58 -4.13 1.3372
F -1.13 2.95 -2.97 -0.4140
F -3.75 2.61 -2.64 -0.3393
F -2.83 4.43 -4.44 -0.3591
F -4.06 2.11 -5.23 -0.3675
F -1.42 2.48 -5.60 -0.3554
C 1.76 -1.81 4.22 -0.2208
Si 3.05 -1.39 2.92 0.2372
C 3.71 -3.01 2.22 -0.2262
C 4.49 -0.59 3.82 -0.2080
As 1.88 -0.34 1.18 0.8234
Si 3.62 0.33 -0.25 0.2519
C 3.07 1.72 -1.40 -0.2126
C 5.19 0.91 0.62 -0.2203
C 4.09 -1.14 -1.31 -0.2149
Si 1.23 1.67 2.25 0.2440
C -0.44 1.26 2.99 -0.2113
C 2.37 2.26 3.63 -0.2215
C 1.08 3.09 1.05 -0.2112
H 2.11 -2.61 4.88 0.0313
H 0.84 -2.14 3.74 -0.0067
H 1.52 -0.94 4.84 0.0226
H 4.21 -3.58 3.00 0.0288
H 4.42 -2.84 1.41 0.0087
H 2.89 -3.62 1.82 0.0210
H 4.78 -1.27 4.64 0.0320
H 4.24 0.37 4.26 0.0037
H 5.36 -0.45 3.18 0.0095
H 3.43 2.69 -1.05 0.0273
H 1.99 1.77 -1.51 -0.0118
H 3.49 1.54 -2.39 0.0295
H 4.98 1.62 1.42 0.0173
H 5.84 1.40 -0.11 0.0299
H 5.74 0.07 1.05 0.0127
H 3.22 -1.54 -1.84 0.0073
H 4.52 -1.95 -0.72 0.0116
H 4.83 -0.83 -2.06 0.0347
H -0.38 0.33 3.56 0.0146
H -1.18 1.12 2.19 0.0107
H -0.80 2.05 3.65 0.0349
H 2.33 1.60 4.49 0.0168
H 2.05 3.26 3.95 0.0305
H 3.40 2.33 3.30 0.0133
H 0.42 2.88 0.21 0.0033
H 2.05 3.38 0.64 0.0187
H 0.68 3.96 1.58 0.0288
C 2.82 0.33 -5.78 -0.0796
C 2.42 -0.84 -5.15 -0.0611
C 1.46 -0.76 -4.15 -0.1299
N 0.91 0.39 -3.75 0.0433
C 1.30 1.50 -4.36 -0.1625
C 2.23 1.52 -5.38 -0.0589
H 3.56 0.31 -6.56 0.1010
H 2.85 -1.80 -5.41 0.1014
H 1.12 -1.65 -3.64 0.0879
H 0.83 2.42 -4.02 0.0930
H 2.49 2.46 -5.86 0.1045
O -4.98 1.79 0.22 -0.0105
C -3.82 2.06 0.56 -0.6317
O -2.73 1.57 0.14 -0.2364
C -3.67 3.14 1.63 -0.0949
C -2.47 3.81 1.81 -0.0195
C -2.33 4.80 2.77 -0.0617
C -3.40 5.13 3.58 -0.0142
C -4.59 4.45 3.39 -0.1410
C -4.76 3.48 2.43 0.0654
N -5.74 4.80 4.26 -0.3564
O -6.77 4.17 4.13 0.0716
O -5.59 5.70 5.07 0.0507
H -1.64 3.53 1.17 0.0933
H -1.39 5.32 2.89 0.1008
H -3.33 5.89 4.34 0.1110
H -5.70 2.98 2.28 0.1269
```

Energy above the lowest of the compared OMol25 structures with the same formula, charge and spin   1.702 eV
LUMO level (spin up / spin down)   1.90 / 0.04 eV
2S+1   2
Charge   -1
Total energy   -6470.94883 a.u.
Expectation value of S²   0.804



Entry 4:
C4H11NO2 | ωB97M-V/def2-TZVPD

```
18
Properties=species:S:1:pos:R:3:nbo_charge:R:1
C 1.19 -0.71 -1.18 -0.1152
O 2.69 -0.86 -0.90 -0.7420
C 0.33 -0.15 0.06 -0.0733
C -1.25 -0.09 -0.35 -0.4421
C -2.04 0.44 0.98 -0.0543
O -1.60 1.78 1.35 -0.7383
N 1.14 1.02 0.59 -0.8616
H 0.78 -1.81 -1.30 0.1620
H 1.11 -0.33 -2.26 0.2051
H 2.68 -1.71 -0.37 0.4656
H 0.26 -0.98 0.80 0.1933
H -1.62 0.41 -1.25 0.2171
H -1.59 -1.15 -0.45 0.2131
H -3.11 0.34 0.72 0.1807
H -1.78 -0.27 1.86 0.1530
H 2.11 0.71 0.93 0.3914
H -0.71 1.86 1.02 0.4913
H 1.41 1.51 -0.25 0.3542
```

Energy above the lowest of the compared OMol25 structures with the same formula, charge and spin   2.920 eV
LUMO level   0.62 eV
SMILES   N[C@H](CO)CCO
Total energy   -364.16086 a.u.